DFT (wB97M-V/def2-TZVPD) results for a cluster of 2 separate species, C27H36Br2F3N3O5S2 in total in a non-equilibrium geometry.

The value obtained for the HOMO energy is -0.321 Eh. For the energy relative to the best compared isomer or geometry (same formula, charge and spin), the calculation gives 0.000 eV. The charge is 0. As for the structure (SMILES): COCCCCCCCc1c(CC[C@@](F)(Br)C(F)(F)Br)c(N=C=S)c(CCCO)c2nc(S)cnc12.COC(=O)OC. The orbital gap is 8.27 eV.

Structure (XYZ):
```
78
Properties=species:S:1:pos:R:3:mulliken_charge:R:1
C -1.245 -4.029 -0.879 -0.8254
O -2.043 -2.875 -0.793 -0.3074
C -2.612 -2.514 -2.045 -0.8228
C -3.445 -1.259 -1.844 0.2298
C -3.783 -0.568 -3.167 -0.8193
C -4.066 0.931 -3.045 -1.2408
C -2.899 1.714 -2.413 -0.3192
C -1.642 1.606 -3.261 -0.1606
C -0.392 2.314 -2.665 -2.2134
C -0.313 2.093 -1.174 0.0318
C 0.114 0.904 -0.618 1.8180
C 0.539 -0.255 -1.501 -0.4496
C 1.889 -0.939 -1.264 -1.1205
C 3.181 -0.205 -1.652 0.7132
F 4.107 -1.174 -1.956 -0.3305
Br 3.021 0.918 -3.219 -0.0422
C 3.805 0.585 -0.476 0.1583
F 3.012 1.567 -0.055 -0.0837
F 4.059 -0.264 0.524 -0.0789
Br 5.539 1.385 -0.969 -0.1006
C 0.050 0.764 0.806 0.6891
N 0.376 -0.514 1.388 -0.6820
C 1.304 -0.689 2.150 0.5458
S 2.328 -0.960 3.295 -0.3320
C -0.403 1.753 1.639 0.4989
C -0.513 1.573 3.136 -1.9075
C 0.585 2.355 3.912 -0.4135
C 0.076 3.519 4.759 -0.5826
O 0.075 3.134 6.143 -0.5426
C -0.812 2.986 1.064 0.8368
N -1.269 3.965 1.898 -0.3663
C -1.637 5.064 1.311 -0.1397
S -2.279 6.377 2.350 -0.2382
C -1.613 5.246 -0.093 -0.4974
N -1.201 4.311 -0.902 -0.4921
C -0.769 3.148 -0.330 0.6781
H -1.843 -4.946 -0.796 0.3189
H -0.520 -4.035 -0.065 0.2105
H -0.689 -4.075 -1.824 0.3584
H -1.783 -2.292 -2.733 0.2228
H -3.212 -3.349 -2.425 0.5107
H -4.351 -1.548 -1.305 0.3739
H -2.872 -0.628 -1.162 -0.2036
H -2.982 -0.768 -3.882 0.4367
H -4.671 -1.052 -3.584 0.4742
H -4.236 1.321 -4.054 0.3727
H -4.980 1.115 -2.477 0.3878
H -2.748 1.285 -1.421 0.1041
H -3.194 2.754 -2.268 0.4151
H -1.852 2.078 -4.226 0.4373
H -1.375 0.567 -3.453 0.1670
H 0.474 1.892 -3.167 -0.0184
H -0.417 3.373 -2.899 0.5977
H 0.452 0.013 -2.547 0.4598
H -0.217 -1.035 -1.336 -0.7360
H 1.899 -1.835 -1.887 0.3962
H 2.009 -1.281 -0.241 0.0593
H -0.492 0.521 3.399 0.6673
H -1.469 1.998 3.443 0.6117
H 1.362 2.703 3.231 0.3481
H 1.079 1.682 4.615 0.3521
H -0.933 3.820 4.475 0.3813
H 0.718 4.395 4.616 0.2280
H -0.677 3.567 6.555 0.3141
H -1.346 7.305 2.088 0.1616
H -1.966 6.176 -0.521 0.4927
C 4.373 -3.355 0.281 -0.2956
O 4.441 -4.711 0.735 -0.3441
C 3.323 -5.145 1.312 0.7187
O 2.314 -4.507 1.474 -0.5088
O 3.511 -6.409 1.689 -0.3607
C 2.382 -7.004 2.333 -0.6120
H 5.334 -3.126 -0.170 0.2905
H 3.591 -3.245 -0.467 0.1521
H 4.195 -2.681 1.116 0.1790
H 1.525 -7.024 1.663 0.2841
H 2.131 -6.463 3.243 0.2879
H 2.675 -8.019 2.582 0.2161
```



DFT (wB97M-V/def2-TZVPD) results for a cluster of 3 separate species, C31H60BClN3O11P2S2 in total in a non-equilibrium geometry.

The value obtained for the HOMO energy is -0.374 Eh. The charge is +1. The orbital gap is 5.92 eV.

Structure (XYZ):
```
111
Properties=species:S:1:pos:R:3:mulliken_charge:R:1
C -1.390 -3.855 6.422 -0.9611
C -1.917 -2.902 7.288 -0.4564
C -2.669 -1.585 7.042 -0.9699
C -3.338 -1.305 5.659 0.2491
C -4.613 -2.232 5.511 -0.2248
C -4.358 -3.764 5.262 -1.6435
C -5.825 -1.782 4.629 -0.3939
C -6.048 -2.540 3.264 -0.5643
C -7.242 -3.570 3.323 -1.3074
N -4.008 0.062 5.894 0.4288
S -4.970 0.578 7.246 -0.1743
C -3.899 0.956 4.936 -0.5796
N -4.564 2.166 5.137 -0.5085
C -5.483 2.348 4.336 0.4199
S -6.946 2.463 3.804 -0.1686
C -3.089 0.413 3.735 1.6202
Cl -4.346 -0.010 2.392 -0.1106
N -2.257 1.273 2.984 -0.1736
C -2.470 2.548 3.009 0.5126
C -1.721 3.382 4.080 -1.0084
C -3.349 3.348 2.040 -1.3021
C -2.427 -0.829 4.445 1.8717
C -1.087 -0.218 5.018 -1.0255
C 0.018 -1.258 5.368 -0.6758
O 0.643 -1.110 6.366 -0.5017
C -2.103 -2.007 3.490 -1.3967
B -1.262 -1.651 2.175 0.7029
O -1.742 -2.068 0.947 -0.6118
O -0.027 -0.964 2.216 -0.4943
H -0.436 -3.804 5.870 0.3191
H -1.941 -4.815 6.328 0.3417
H -1.716 -3.110 8.366 0.2834
H -3.460 -1.601 7.822 0.6999
H -2.002 -0.756 7.390 0.3945
H -5.024 -2.246 6.548 0.7866
H -4.036 -4.196 6.228 0.5233
H -3.667 -3.988 4.438 0.1881
H -5.306 -4.305 5.059 0.4287
H -5.924 -0.701 4.420 -0.2633
H -6.744 -2.030 5.207 0.6767
H -6.384 -1.778 2.531 0.4529
H -5.142 -2.992 2.829 0.0754
H -6.905 -4.619 3.389 0.3388
H -7.984 -3.312 4.098 0.2954
H -7.781 -3.486 2.354 0.4096
H -6.278 0.496 6.826 0.2006
H -2.144 4.390 4.219 0.3660
H -0.698 3.528 3.657 0.3700
H -1.580 2.811 5.016 0.2418
H -4.230 2.747 1.735 0.2713
H -3.770 4.196 2.624 0.3839
H -2.814 3.771 1.173 0.3769
H -1.303 0.426 5.895 0.5132
H -0.544 0.427 4.304 0.7159
H 0.272 -2.100 4.688 0.5090
H -1.609 -2.872 3.978 0.3163
H -3.080 -2.398 3.132 -0.2970
H -1.637 -1.363 0.288 0.3057
H 0.702 -1.599 2.310 0.2251
O 1.864 -2.116 -3.409 -0.7476
P 3.187 -1.721 -2.806 1.2598
O 4.120 -2.849 -3.551 -0.3701
C 4.454 -2.666 -4.927 -0.3134
C 5.527 -1.606 -5.111 -0.8429
O 3.010 -2.482 -1.348 -0.4714
C 1.714 -2.699 -0.800 0.0711
C 1.221 -4.099 -1.116 -1.3069
O 4.598 -1.027 -2.218 -0.2925
C 4.499 0.281 -1.618 -0.0049
C 3.800 0.255 -0.270 -0.8566
H 3.556 -2.417 -5.501 0.2656
H 4.825 -3.625 -5.290 0.3295
H 5.147 -0.615 -4.847 0.1053
H 5.862 -1.573 -6.149 0.4110
H 6.383 -1.807 -4.467 0.2563
H 1.013 -1.941 -1.153 0.3653
H 1.794 -2.579 0.285 0.0536
H 1.334 -4.341 -2.172 0.3463
H 0.170 -4.209 -0.840 0.3144
H 1.807 -4.836 -0.562 0.3421
H 3.989 0.960 -2.306 -0.0915
H 5.519 0.644 -1.492 0.3537
H 2.729 0.072 -0.389 0.1061
H 3.917 1.212 0.242 0.4759
H 4.200 -0.538 0.362 0.2573
O 3.485 5.258 -6.734 -0.7696
P 3.687 3.929 -7.407 1.0590
O 3.753 2.928 -6.105 -0.2552
C 2.545 2.609 -5.423 -0.0415
C 1.709 1.603 -6.194 -1.0374
O 5.304 4.054 -7.707 -0.3401
C 5.927 5.334 -7.819 -0.3764
C 6.564 5.744 -6.505 -1.2172
O 3.651 2.612 -8.439 -0.2301
C 3.318 2.858 -9.822 -0.3817
C 4.425 3.577 -10.571 -0.9538
H 1.975 3.522 -5.223 0.2893
H 2.833 2.180 -4.460 -0.0081
H 1.325 2.041 -7.118 0.3478
H 0.857 1.272 -5.597 0.4209
H 2.307 0.735 -6.473 0.1856
H 5.212 6.083 -8.163 0.3984
H 6.698 5.253 -8.588 0.3971
H 5.879 5.624 -5.665 0.2960
H 6.894 6.783 -6.543 0.3611
H 7.429 5.111 -6.294 0.2980
H 2.383 3.423 -9.875 0.3115
H 3.142 1.884 -10.278 0.3361
H 4.497 4.620 -10.255 0.2253
H 4.228 3.571 -11.645 0.4187
H 5.391 3.110 -10.383 0.2486
```



DFT (wB97M-V/def2-TZVPD) results for the ion C6H12NS with charge +1 in a non-equilibrium geometry.

The value obtained for the HOMO energy is -0.483 Eh. For the energy relative to the best compared isomer or geometry (same formula, charge and spin), the calculation gives 2.560 eV. The charge is +1. As for the structure (SMILES): CCC(=[NH2+])C/C=C\S. The orbital gap is 8.67 eV.

Structure (XYZ):
```
20
Properties=species:S:1:pos:R:3:mulliken_charge:R:1
C -1.754 0.731 -1.190 -1.0334
C -0.237 1.128 -0.696 -0.5475
C 0.101 0.063 0.228 0.2881
N -0.245 0.226 1.470 -0.2561
C 0.792 -1.225 -0.015 -0.6992
C 2.097 -1.268 0.690 -0.8766
C 3.070 -0.407 0.541 -0.0547
S 2.729 0.995 -0.659 -0.1942
H -2.541 1.144 -0.529 0.3225
H -1.845 -0.353 -1.216 0.3564
H -1.824 1.196 -2.210 0.3380
H -0.305 2.135 -0.287 0.4788
H 0.380 1.126 -1.566 0.3536
H -0.532 0.957 2.071 0.2543
H 0.355 -0.373 2.147 0.3313
H 0.975 -1.451 -1.100 0.2913
H 0.086 -1.924 0.382 0.4521
H 2.438 -2.114 1.254 0.4690
H 4.003 -0.144 0.929 0.5649
H 3.270 0.260 -1.413 0.1615
```



DFT (wB97M-V/def2-TZVPD) results for a cluster of 3 separate species, C3H13NO3 in total in a non-equilibrium geometry.

The expectation value of S² is 0.755. The multiplicity is 2. The value obtained for the HOMO energy (alpha / beta) is -0.505 / -0.505 Eh. For the energy relative to the best compared isomer or geometry (same formula, charge and spin), the calculation gives 1.795 eV. The charge is +1. The orbital gap (alpha / beta) is 10.28 / 5.14 eV.

Structure (XYZ):
```
20
Properties=species:S:1:pos:R:3:lowdin_spin:R:1
C 0.124 -0.255 1.193 0.1354
C -0.299 1.128 0.639 0.0780
C 0.858 1.950 0.090 0.0089
O -1.369 0.927 -0.215 0.0234
N -0.684 -0.757 2.295 0.6636
H 1.105 -0.119 1.684 0.0385
H -0.014 -0.968 0.385 0.0086
H -0.628 1.715 1.521 0.0012
H 0.467 2.874 -0.304 0.0022
H 1.335 1.432 -0.733 0.0006
H 1.531 2.299 0.880 0.0012
H -1.949 1.702 -0.226 0.0035
H -0.966 -1.736 2.199 0.0183
H -0.287 -0.690 3.238 0.0165
H 0.023 1.351 -4.110 0.0000
H 0.764 0.503 -5.128 0.0000
O 0.842 0.857 -4.232 0.0000
H -0.932 -3.914 0.694 -0.0001
H 0.267 -4.571 0.017 0.0000
O -0.189 -3.727 0.111 0.0002
```



Q: Number 4 is which compound?
A: C3H13NO3



Q: Which of these has the lowest charge?
A: C27H36Br2F3N3O5S2